ORCA calculation (the ωB97M-V functional and the def2-TZVPD basis) on the molecule C16H14N4O2S2.

Each line ends with the Löwdin charge.
Positions of all 38 atoms, in Å:
1 C -0.516 -3.589 -1.471  -0.10
2 C -0.683 -2.330 -0.637  -0.53
3 H -0.113 -1.485 -1.020  0.08
4 C -0.392 -2.604 0.830  -0.52
5 O -1.029 -3.414 1.468  0.06
6 N 0.578 -1.868 1.440  0.15
7 C 1.470 -0.912 0.945  -0.25
8 C 1.740 0.210 1.726  -0.03
9 C 2.610 1.184 1.281  -0.04
10 C 3.244 1.049 0.049  -0.15
11 C 3.021 -0.103 -0.699  0.01
12 C 2.149 -1.078 -0.260  -0.01
13 H 2.021 -1.980 -0.837  0.11
14 H 3.558 -0.222 -1.628  0.12
15 C 4.200 2.059 -0.490  -0.51
16 O 5.113 1.764 -1.232  0.06
17 N 3.984 3.338 -0.090  0.17
18 H 3.154 3.613 0.404  0.09
19 H 4.577 4.057 -0.469  0.11
20 H 2.812 2.037 1.913  0.11
21 H 1.251 0.319 2.683  0.12
22 H 0.568 -1.968 2.449  0.16
23 S -2.440 -1.794 -0.715  1.07
24 C -2.273 -0.112 -0.295  -0.51
25 N -1.062 0.379 -0.081  0.09
26 C -0.953 1.666 0.218  -0.19
27 N -1.926 2.538 0.343  0.08
28 C -3.144 2.052 0.137  -0.55
29 C -3.411 0.709 -0.197  -0.26
30 C -4.797 0.458 -0.365  -0.13
31 C -5.538 1.569 -0.162  -0.39
32 S -4.604 2.977 0.239  1.05
33 H -6.604 1.667 -0.221  0.07
34 H -5.194 -0.508 -0.620  0.10
35 H 0.054 2.027 0.377  0.10
36 H -0.850 -3.418 -2.492  0.08
37 H -1.102 -4.396 -1.035  0.08
38 H 0.530 -3.890 -1.487  0.08

HOMO-LUMO gap in eV: 8.96
Net charge: 0
SMILES: C[C@@H](Sc1ncnc2sccc12)C(=O)Nc1ccc(C(N)=O)cc1

---

ORCA calculation (the ωB97M-V functional and the def2-TZVPD basis) on a structure of composition C16H14NO8S5Tc in a non-equilibrium geometry.

Each line ends with the Löwdin charge.
Positions of all 45 atoms, in Å:
1 Tc 0.337 -0.207 -0.926  1.06
2 O 5.354 -1.387 -0.580  -0.09
3 C 3.991 -1.072 -0.133  -0.21
4 C 3.573 0.250 -0.792  -0.14
5 N 2.227 0.897 -0.454  -0.26
6 C 2.091 1.128 1.033  -0.11
7 C 0.655 1.708 1.272  -0.64
8 O 0.388 2.426 2.195  0.09
9 O -0.149 1.331 0.307  -0.25
10 C 2.187 2.200 -1.216  -0.07
11 C 1.670 1.811 -2.682  -0.53
12 O 2.252 2.179 -3.681  0.07
13 O 0.629 0.934 -2.599  -0.27
14 H 5.804 -1.758 0.203  0.09
15 H 3.989 -1.029 1.020  0.14
16 H 3.366 -1.937 -0.443  0.09
17 H 3.694 0.117 -1.839  0.12
18 H 4.320 1.005 -0.515  0.12
19 H 2.754 1.909 1.499  0.15
20 H 2.177 0.099 1.427  0.07
21 H 3.184 2.657 -1.329  0.12
22 H 1.550 2.923 -0.657  0.13
23 O 1.182 -7.005 0.503  -0.07
24 C 1.191 -5.806 0.304  -0.93
25 S 1.815 -4.992 -1.204  0.90
26 C 1.111 -3.386 -0.847  -1.15
27 C 0.672 -3.178 0.503  -1.16
28 S 0.109 -1.643 1.160  0.56
29 S 0.630 -4.537 1.515  0.92
30 S 0.891 -2.248 -2.102  0.52
31 O -6.682 2.993 1.100  0.08
32 C -6.066 1.892 1.676  -0.46
33 O -6.596 1.363 2.607  0.11
34 C -4.823 1.343 1.043  -0.13
35 C -3.914 2.112 0.194  -0.02
36 C -2.855 1.493 -0.448  -0.10
37 C -2.624 0.080 -0.258  -0.70
38 S -1.770 -0.856 -1.377  0.61
39 C -3.384 -0.535 0.740  -0.12
40 C -4.423 0.073 1.354  -0.05
41 H -6.221 3.367 0.335  0.09
42 H -3.990 3.220 0.126  0.12
43 H -2.159 2.087 -1.105  0.12
44 H -3.125 -1.552 0.992  0.10
45 H -5.015 -0.470 2.082  0.13

HOMO-LUMO gap (spin up / spin down) in eV: 6.83 / 5.85
Net charge: -1
2S+1: 4

---

ORCA calculation (the ωB97M-V functional and the def2-TZVPD basis) on a cluster of 3 separate species, C16H15BCl3F13O12PS in total in a non-equilibrium geometry.

Each line ends with the Löwdin charge.
Positions of all 62 atoms, in Å:
1 O -3.207 -1.194 -6.265  -0.04
2 C -2.543 -2.155 -5.822  -0.75
3 O -1.930 -3.006 -6.493  0.00
4 C -2.515 -2.249 -4.258  -0.26
5 C -1.096 -1.872 -3.709  -0.49
6 Cl -0.916 -0.234 -4.471  0.90
7 B 0.029 -2.852 -4.344  -0.71
8 O 0.906 -2.343 -5.285  0.11
9 O 0.192 -4.151 -3.964  0.16
10 C -1.096 -1.730 -2.150  -0.20
11 C 0.186 -1.249 -1.485  -0.40
12 F 1.061 -2.227 -1.255  0.12
13 F -0.212 -0.670 -0.304  0.09
14 C 1.061 -0.089 -2.065  -0.35
15 F 1.720 -0.387 -3.169  0.16
16 F 2.074 0.009 -1.136  0.10
17 C 0.448 1.365 -2.063  -0.57
18 F 0.805 1.957 -3.209  0.14
19 F 0.971 2.108 -1.092  0.16
20 F -0.871 1.420 -1.975  0.16
21 C -1.837 -2.907 -1.445  -0.88
22 Cl -3.421 -2.248 -0.788  0.69
23 P -1.157 -3.904 0.054  0.63
24 O -0.252 -2.964 1.015  -0.35
25 Cl 0.293 -5.098 -0.835  0.30
26 O -2.151 -4.008 -2.249  -0.34
27 S -3.111 -3.795 -3.551  0.65
28 O -4.516 -3.806 -3.295  -0.27
29 O -2.760 -4.850 -4.435  -0.23
30 H -3.182 -1.471 -3.884  0.12
31 H 0.427 -2.262 -6.122  0.11
32 H 1.142 -4.296 -3.891  0.11
33 H -1.774 -0.885 -2.038  0.10
34 H -0.789 -2.392 1.570  0.01
35 C -1.384 3.143 5.164  -0.06
36 C -1.396 2.833 3.684  -0.19
37 O -1.392 1.415 3.438  0.04
38 C -2.546 0.783 3.565  -0.40
39 O -3.598 1.269 3.850  0.18
40 C -2.343 -0.698 3.223  -0.53
41 F -1.274 -1.215 3.847  0.17
42 F -2.133 -0.845 1.902  0.13
43 F -3.390 -1.436 3.560  0.19
44 H -0.538 2.648 5.642  0.08
45 H -1.304 4.217 5.324  0.08
46 H -2.287 2.787 5.660  0.08
47 H -0.488 3.216 3.223  0.12
48 H -2.240 3.298 3.175  0.13
49 C 4.978 1.680 1.716  -0.06
50 C 3.904 2.704 1.420  -0.18
51 O 3.176 3.064 2.614  0.04
52 C 3.771 3.912 3.437  -0.41
53 O 4.843 4.416 3.289  0.17
54 C 2.839 4.204 4.620  -0.55
55 F 2.325 3.082 5.138  0.16
56 F 1.808 4.975 4.239  0.16
57 F 3.463 4.841 5.606  0.17
58 H 4.546 0.807 2.205  0.09
59 H 5.465 1.366 0.794  0.09
60 H 5.736 2.085 2.387  0.07
61 H 3.168 2.284 0.738  0.12
62 H 4.314 3.597 0.950  0.13

HOMO-LUMO gap in eV: 7.43
Net charge: -1

---

ORCA calculation (the ωB97M-V functional and the def2-TZVPD basis) on a structure of composition C16H15BN9OsS2.

Each line ends with the Löwdin charge.
Positions of all 44 atoms, in Å:
1 Os -0.001 1.063 -0.777  1.05
2 C 0.845 -2.619 1.085  -0.02
3 C 0.696 -1.846 -0.061  -0.13
4 N 0.354 -0.604 0.284  -0.13
5 N 0.259 -0.555 1.631  0.00
6 C 0.554 -1.762 2.129  -0.03
7 B -0.237 0.724 2.343  -0.49
8 N 0.702 1.889 1.990  -0.02
9 C 1.368 2.752 2.767  -0.05
10 C 2.019 3.664 1.960  -0.03
11 C 1.701 3.276 0.664  -0.13
12 N 0.902 2.206 0.695  -0.16
13 N -1.621 1.081 1.734  -0.02
14 C -2.822 1.254 2.294  -0.04
15 C -3.724 1.618 1.310  -0.03
16 C -2.973 1.647 0.140  -0.12
17 N -1.706 1.321 0.408  -0.13
18 H 1.133 -3.653 1.144  0.11
19 H 0.836 -2.106 -1.098  0.10
20 H 0.535 -1.927 3.193  0.14
21 H -0.309 0.551 3.519  0.13
22 H 1.333 2.657 3.839  0.14
23 H 2.651 4.478 2.266  0.11
24 H 2.013 3.699 -0.278  0.11
25 H -2.953 1.122 3.355  0.14
26 H -4.769 1.839 1.428  0.11
27 H -3.274 1.886 -0.867  0.11
28 S 2.400 -0.819 -3.259  0.76
29 C 2.886 -0.322 -1.731  -1.06
30 S 1.853 1.033 -2.008  0.64
31 C 3.620 -0.770 -0.702  -0.30
32 C 3.647 -0.059 0.539  -0.17
33 N 3.628 0.501 1.542  0.23
34 C 4.271 -2.040 -0.797  -0.18
35 N 4.787 -3.065 -0.863  0.20
36 C -2.483 -3.013 -3.220  -0.07
37 C -2.444 -1.573 -3.743  -0.19
38 C -1.688 -0.700 -2.851  -0.10
39 N -1.082 -0.041 -2.136  0.01
40 H -3.042 -3.630 -3.919  0.09
41 H -2.971 -3.063 -2.249  0.09
42 H -1.478 -3.422 -3.130  0.08
43 H -3.446 -1.154 -3.842  0.13
44 H -1.971 -1.517 -4.725  0.13

HOMO-LUMO gap (spin up / spin down) in eV: 6.76 / 6.76
Net charge: +1

---

ORCA calculation (the ωB97M-V functional and the def2-TZVPD basis) on a structure of composition C16H15ClTc in a non-equilibrium geometry.

Each line ends with the Löwdin charge.
Positions of all 33 atoms, in Å:
1 C -2.162 -1.362 -0.849  -0.20
2 C -1.531 -1.553 -2.097  -0.18
3 C -1.298 -0.275 -2.654  -0.23
4 H -1.250 -2.501 -2.525  0.11
5 C -1.746 0.699 -1.734  -0.17
6 C -2.293 0.013 -0.626  -0.18
7 H -2.636 0.471 0.283  0.10
8 H -2.389 -2.135 -0.139  0.09
9 H -0.840 -0.076 -3.607  0.10
10 H -1.657 1.767 -1.835  0.11
11 Tc 0.102 -0.437 -0.764  1.28
12 Cl 0.260 -2.387 0.777  0.12
13 C 2.451 -0.316 -0.495  -0.20
14 C 2.077 0.907 -1.093  -0.18
15 C 1.590 0.629 -2.377  -0.19
16 H 2.068 1.864 -0.604  0.10
17 C 1.679 -0.770 -2.587  -0.19
18 C 2.219 -1.350 -1.431  -0.22
19 H 2.339 -2.402 -1.243  0.09
20 H 2.758 -0.450 0.526  0.11
21 H 1.171 1.348 -3.061  0.11
22 H 1.343 -1.304 -3.460  0.11
23 C -0.325 1.256 3.963  -0.11
24 C -1.222 0.332 3.447  -0.09
25 C -1.086 -0.118 2.132  -0.21
26 C -0.053 0.347 1.271  -0.27
27 C 0.854 1.274 1.847  -0.12
28 C 0.713 1.721 3.166  -0.10
29 H -0.427 1.603 4.983  0.10
30 H -2.024 -0.047 4.068  0.10
31 H -1.799 -0.855 1.803  0.06
32 H 1.692 1.677 1.342  0.05
33 H 1.422 2.431 3.573  0.10

HOMO-LUMO gap (spin up / spin down) in eV: 5.83 / 7.27
Net charge: 0
2S+1: 4

---

ORCA calculation (the ωB97M-V functional and the def2-TZVPD basis) on the molecule C16H15F3N2O2S.

Each line ends with the Löwdin charge.
Positions of all 39 atoms, in Å:
1 C -1.265 3.067 1.376  -0.06
2 C -2.501 2.263 1.743  -0.20
3 H -2.726 2.340 2.812  0.12
4 H -3.373 2.598 1.172  0.13
5 O -2.272 0.886 1.426  -0.03
6 C -2.723 -0.039 2.271  -0.55
7 O -3.384 0.184 3.248  0.11
8 C -2.243 -1.414 1.842  -0.14
9 C -1.001 -1.798 2.643  -0.42
10 H -0.511 -2.666 2.207  0.07
11 H -1.257 -1.994 3.683  0.08
12 S 0.234 -0.451 2.746  1.02
13 C 0.632 -0.211 1.077  -0.64
14 N 0.202 -1.084 0.183  0.13
15 C 0.497 -0.877 -1.097  -0.19
16 C 1.269 0.232 -1.475  0.08
17 C 1.671 1.069 -0.448  -0.16
18 N 1.361 0.872 0.820  0.14
19 C 2.465 2.322 -0.743  -0.58
20 F 1.647 3.359 -1.003  0.14
21 F 3.261 2.693 0.256  0.16
22 F 3.239 2.178 -1.832  0.14
23 H 1.557 0.420 -2.494  0.12
24 C -0.018 -1.857 -2.055  -0.16
25 C -0.372 -3.129 -1.602  -0.02
26 C -0.860 -4.074 -2.482  -0.07
27 C -1.010 -3.762 -3.824  -0.08
28 C -0.673 -2.498 -4.280  -0.08
29 C -0.179 -1.549 -3.405  -0.03
30 H 0.058 -0.562 -3.772  0.11
31 H -0.799 -2.250 -5.323  0.11
32 H -1.391 -4.501 -4.512  0.10
33 H -1.124 -5.058 -2.122  0.10
34 H -0.246 -3.360 -0.556  0.11
35 H -2.005 -1.393 0.779  0.10
36 H -3.028 -2.146 2.038  0.13
37 H -1.420 4.110 1.637  0.08
38 H -1.069 2.997 0.309  0.07
39 H -0.396 2.693 1.912  0.06

HOMO-LUMO gap in eV: 8.65
Net charge: 0
SMILES: CCOC(=O)CCSc1nc(-c2ccccc2)cc(C(F)(F)F)n1

---

ORCA calculation (the ωB97M-V functional and the def2-TZVPD basis) on a cluster of 2 separate species, C16H15F3NO6S in total in a non-equilibrium geometry.

Each line ends with the Löwdin charge.
Positions of all 42 atoms, in Å:
1 C 2.032 -3.541 1.676  -0.09
2 C 1.918 -2.665 0.460  -0.24
3 O 0.514 -2.534 0.115  -0.03
4 C 0.254 -1.549 -0.776  -0.52
5 C -1.184 -1.237 -0.789  -0.27
6 F -1.886 -1.858 0.177  0.01
7 C -1.952 -0.899 -2.005  -0.53
8 O -1.595 -0.132 -2.898  -0.01
9 O -3.121 -1.569 -1.983  -0.03
10 C -3.873 -1.580 -3.232  -0.22
11 C -5.101 -2.435 -2.983  -0.09
12 O 1.095 -0.943 -1.435  0.02
13 H 3.077 -3.755 1.905  0.07
14 H 1.609 -3.038 2.546  0.07
15 H 1.531 -4.504 1.538  0.08
16 H 2.313 -1.659 0.664  0.10
17 H 2.458 -3.103 -0.391  0.12
18 H -4.140 -0.543 -3.502  0.12
19 H -3.252 -2.017 -4.029  0.12
20 H -5.750 -2.509 -3.863  0.07
21 H -4.807 -3.463 -2.735  0.08
22 H -5.696 -2.015 -2.165  0.07
23 F -2.039 2.940 -2.563  -0.02
24 C -0.890 2.384 -2.024  -0.58
25 F -0.014 3.408 -1.773  0.00
26 S -1.374 1.525 -0.518  1.18
27 N -0.028 1.987 0.532  -0.19
28 C 0.290 3.271 1.094  -0.37
29 O -0.337 4.306 0.982  0.11
30 C 1.522 2.995 1.885  -0.09
31 C 1.736 1.625 1.941  -0.07
32 C 2.844 1.061 2.579  0.01
33 C 3.764 1.945 3.192  -0.07
34 C 3.500 3.332 3.211  -0.08
35 C 2.360 3.865 2.581  0.00
36 C 0.567 0.972 1.273  -0.37
37 O 0.123 -0.165 1.424  0.11
38 H -0.464 1.654 -2.724  0.11
39 H 3.000 -0.025 2.576  0.12
40 H 4.671 1.560 3.655  0.10
41 H 4.199 3.988 3.740  0.10
42 H 2.126 4.923 2.643  0.12

HOMO-LUMO gap in eV: 4.80
Net charge: -1

---

ORCA calculation (the ωB97M-V functional and the def2-TZVPD basis) on the molecule C16H15N3O3 in a non-equilibrium geometry.

Each line ends with the Löwdin charge.
Positions of all 37 atoms, in Å:
1 C -0.452 3.187 -4.223  -0.01
2 C -0.800 2.711 -2.859  -0.31
3 C -1.672 1.768 -2.422  0.04
4 C -1.568 1.750 -0.997  -0.10
5 C -0.625 2.696 -0.675  -0.24
6 O -0.166 3.279 -1.800  0.09
7 C -0.084 3.171 0.625  0.00
8 H -0.881 3.227 1.363  0.08
9 H 0.366 4.152 0.489  0.09
10 H 0.679 2.488 1.001  0.08
11 C -2.318 0.829 -0.121  -0.47
12 O -3.258 0.161 -0.514  0.08
13 N -1.991 0.955 1.196  0.11
14 N -1.237 0.385 1.991  0.09
15 C -0.393 -0.642 1.731  -0.14
16 C 0.356 -1.081 2.831  -0.26
17 N 1.188 -2.077 2.489  -0.02
18 C 1.017 -2.335 1.135  -0.16
19 C 1.666 -3.271 0.351  -0.02
20 C 1.317 -3.338 -0.986  -0.09
21 C 0.344 -2.496 -1.513  -0.08
22 C -0.304 -1.559 -0.731  0.00
23 C 0.031 -1.464 0.615  -0.07
24 H -1.065 -0.933 -1.165  0.09
25 H 0.087 -2.577 -2.558  0.10
26 H 1.803 -4.058 -1.627  0.10
27 H 2.415 -3.927 0.766  0.11
28 C 2.091 -2.762 3.372  0.00
29 H 1.976 -2.348 4.371  0.09
30 H 1.860 -3.829 3.392  0.10
31 H 3.122 -2.627 3.039  0.10
32 O 0.293 -0.605 4.074  0.13
33 H -0.384 0.093 4.064  0.12
34 H -2.323 1.151 -3.006  0.12
35 H -0.616 4.261 -4.304  0.08
36 H 0.597 2.990 -4.440  0.08
37 H -1.070 2.675 -4.955  0.08

HOMO-LUMO gap in eV: 8.47
Net charge: 0
SMILES: Cc1cc(C(=O)/N=N\c2c(O)n(C)c3ccccc23)c(C)o1